DFT (ωB97M-V/def2-TZVPD) results for a 2-piece molecular cluster, H5N2OP overall at a distorted geometry.

The geometry in XYZ format:
```
9
Properties=species:S:1:pos:R:3:forces:R:3
N -1.591 0.923 0.354 -1.45 0.80 -1.21
N 1.731 -0.293 0.706 0.56 -0.88 -0.83
O -0.374 0.471 0.700 -4.09 0.21 2.80
P 0.745 0.450 -0.384 1.50 0.41 -2.48
H -2.353 0.812 1.076 1.99 -0.48 0.15
H -1.247 -1.145 -2.654 -0.48 -0.28 -0.63
H 2.650 0.036 0.707 1.66 0.28 0.31
H 1.293 -0.339 1.586 -0.07 -0.26 1.34
H -0.854 -0.915 -2.092 0.38 0.21 0.55
```
Positions in Å, forces in eV/Å.

As for the charge: 0. The total energy is -528.9308 Eh. The value obtained for the HOMO-LUMO gap (alpha / beta) is 6.910 / 9.254 eV. The calculation puts the energy relative to the best compared isomer or geometry (same formula, charge and spin) at 602.85 kJ/mol. Its HOMO energy (alpha / beta) is -6.94 / -9.10 eV.

Calculated atomic charges, method Mulliken, unit e: number 1, N, carries -0.43; number 2, N, carries -0.45; number 3, O, carries -0.04; number 4, P, carries 0.20; number 5, H, carries 0.21; number 6, H, carries 0.18; number 7, H, carries 0.25; number 8, H, carries 0.30; number 9, H, carries -0.22


DFT (ωB97M-V/def2-TZVPD) results for one molecule with the formula H5N2P at a distorted geometry.

The geometry in XYZ format:
```
8
Properties=species:S:1:pos:R:3:forces:R:3
N 0.515 1.232 -0.535 -1.79 1.24 -1.00
N -0.605 0.405 -0.454 -0.82 -3.55 0.51
P 0.079 -1.457 -0.025 -1.01 2.72 -2.12
H 1.216 0.914 -1.166 0.09 -0.48 -0.61
H 0.867 1.322 0.346 1.84 0.56 2.67
H -1.339 0.702 0.272 2.04 -0.24 -1.33
H -1.163 -1.950 0.313 -0.72 -0.44 0.30
H 0.431 -1.167 1.249 0.38 0.20 1.58
```
Positions in Å, forces in eV/Å.

As for the charge: 0. The total energy is -453.7618 Eh. The value obtained for the HOMO-LUMO gap is 9.188 eV. The calculation puts the energy relative to the best compared isomer or geometry (same formula, charge and spin) at 226.88 kJ/mol. The SMILES is NNP. Its HOMO energy is -8.38 eV.

Calculated atomic charges, method Mulliken, unit e: number 1, N, carries -0.44; number 2, N, carries -0.42; number 3, P, carries 0.04; number 4, H, carries 0.27; number 5, H, carries 0.22; number 6, H, carries 0.27; number 7, H, carries 0.05; number 8, H, carries 0.02